[1]
{
  "formula": "C6H9KO4",
  "method": "ωB97M-V/def2-TZVPD",
  "species": ["C", "O", "H", "C", "O", "H", "H", "H", "H", "O", "K", "C", "H", "O", "H", "C", "H", "H", "C", "C"],
  "coordinates": [[1.03151, 1.02705, 1.75449], [-0.32594, 1.59887, -2.64434], [0.15471, 1.61382, 2.07725], [-0.16881, -1.18185, 1.79364], [0.03810, -0.39126, -3.51784], [1.57732, 2.69366, 0.88140], [1.34294, -0.60298, 0.37867], [-1.85445, -0.83613, -0.24932], [-1.98872, -2.05470, 1.04654], [1.84485, 1.77191, 0.85958], [1.07921, 1.55583, -4.97211], [-0.85421, -0.38538, -0.41744], [1.61518, 0.72972, 2.64295], [-1.30799, -0.23234, -1.78636], [-0.19334, 0.47976, -0.60950], [-0.61533, 0.38402, -2.77658], [-0.44106, -3.04033, 0.76029], [-0.59240, -0.84334, 2.74588], [-0.89648, -2.07178, 0.99439], [0.55491, -0.21455, 1.03841]],
  "total_charge": 0,
  "multiplicity": 1,
  "gap_ev": [5.9, 5.9]
}

=====

[2]
{
  "formula": "CH6NOP",
  "method": "ωB97M-V/def2-TZVPD",
  "species": ["H", "P", "H", "H", "C", "O", "H", "H", "H", "N"],
  "coordinates": [[-0.16443, -1.60045, -0.27991], [-1.33464, 0.37355, -0.04390], [1.88441, -1.17685, 0.34091], [1.32787, 0.60605, 0.78294], [1.34547, -0.23871, 0.06619], [-2.60872, -0.33299, 0.04785], [1.73100, 0.28982, -0.76754], [-1.00033, 1.53927, 0.91027], [-1.12350, 1.21260, -1.19161], [-0.05714, -0.67229, 0.13480]],
  "total_charge": 0,
  "multiplicity": 3,
  "s2": 2.0088,
  "gap_ev": [4.6, 5.5]
}

=====

[3]
{
  "formula": "C43H51BrF9N8O3SbTl",
  "method": "ωB97M-V/def2-TZVPD",
  "species": ["H", "Tl", "C", "H", "N", "C", "F", "F", "C", "O", "N", "C", "H", "C", "H", "C", "H", "H", "H", "H", "H", "C", "C", "C", "C", "O", "C", "N", "H", "C", "C", "C", "H", "C", "H", "H", "H", "H", "C", "C", "H", "H", "H", "H", "H", "H", "C", "C", "N", "C", "H", "C", "C", "H", "N", "H", "C", "C", "H", "H", "H", "H", "C", "F", "N", "C", "C", "H", "C", "C", "C", "H", "H", "Br", "H", "H", "H", "C", "H", "C", "H", "N", "O", "C", "C", "N", "F", "F", "F", "H", "C", "F", "H", "H", "F", "H", "C", "C", "H", "C", "H", "F", "C", "H", "H", "C", "H", "C", "H", "H", "Sb", "H", "C", "H", "H", "C", "H"],
  "coordinates": [[-4.82352, 1.78626, 3.07544], [0.20939, 0.47987, 0.53470], [0.99242, 3.65658, 1.91428], [-0.37928, -0.15244, -5.89859], [0.76653, -1.03117, -4.37268], [-2.70335, 2.19128, -1.52945], [6.28876, 2.50884, -2.01987], [5.65505, 2.20361, 0.02622], [2.29177, 3.85000, 3.93985], [1.63218, -3.32151, -1.89722], [3.81278, -1.36191, 1.54859], [1.62351, -2.34002, 2.21953], [-2.70741, 5.55480, -2.30042], [-5.17831, -2.77562, 0.76047], [-2.87414, -3.96937, 1.88416], [1.36848, 5.14633, 0.05248], [-0.59351, 0.96663, -2.21433], [-0.55888, -0.93035, 4.35241], [0.02483, 1.34424, 4.00765], [-1.32537, -4.17662, -3.08322], [-2.50964, 2.25890, 1.61616], [1.37700, -2.31182, -4.10116], [1.57814, 2.80648, 4.45232], [0.58753, 2.20184, 3.64918], [-4.03578, 4.12488, -3.14157], [-2.16404, 1.30426, -0.80863], [2.02287, 4.31137, 2.63104], [0.30443, 2.60567, 2.43711], [-3.78049, -3.45149, -3.07366], [-2.11184, -4.74016, -2.57121], [4.16806, 1.27557, -1.62443], [1.69017, -3.62293, 2.77409], [5.06509, -2.42090, 0.21004], [2.53530, -2.03065, 1.05541], [5.75999, -0.90641, 0.86087], [3.06623, 4.33793, 4.52180], [-0.23375, 1.32416, -3.87729], [1.25089, 0.53433, -5.69882], [4.28099, 0.32246, -2.88502], [1.22667, -2.38853, -2.56789], [-2.58865, -1.76379, 2.72788], [4.10633, -1.92363, 2.34451], [2.31145, -4.39267, 2.31840], [-0.63204, -3.53353, -0.18294], [-2.42808, -5.54781, -3.23963], [3.53018, 0.68855, 1.16302], [4.85674, -1.39007, 0.49176], [-2.86388, -0.72431, 2.60652], [-2.16184, 0.17913, 1.96856], [0.64658, 4.11125, 0.60120], [-1.07488, -2.42657, 1.09242], [-4.01546, 1.13402, 2.78731], [-2.14065, -4.31971, 1.15686], [-2.65021, -5.01353, 0.48177], [0.62184, -1.24897, -2.12638], [-4.67479, -2.78154, 1.72839], [-1.48340, -3.16778, 0.40133], [0.93817, -3.93061, 3.89963], [2.68945, 0.07233, 2.61215], [-4.10033, 0.81571, -2.41692], [-1.64809, -5.19620, -1.69362], [-4.51553, -0.75141, 0.31390], [3.47465, 2.60565, -2.11559], [3.81795, 2.96983, -3.37673], [-0.27939, 0.65750, -3.12936], [0.14678, -2.93549, 4.46603], [-4.43991, 2.78091, -3.18505], [-4.70121, -1.95148, 3.99322], [5.64416, 1.65646, -1.19770], [-3.00463, 4.51165, -2.33391], [2.40821, 5.77517, 0.76535], [3.54175, 5.85244, 2.57292], [2.43184, -2.35057, -4.38229], [-4.95484, 5.41540, -4.21183], [-6.24005, -2.57332, 0.94761], [-1.38543, -4.88555, 1.71302], [1.15457, 5.45340, -0.96347], [3.61390, 0.04158, 2.03964], [-5.22638, -1.60155, -1.04957], [-3.80246, 1.85790, -2.40239], [2.95746, 6.58058, 0.29341], [-4.00212, -0.20429, 3.12372], [3.52473, 0.69797, -0.64113], [0.08940, -1.67161, 3.87995], [2.73114, 5.37796, 2.03064], [-0.37094, 3.43696, -0.06884], [3.12254, 0.30005, -3.57936], [6.40940, 0.54009, -1.11889], [5.25450, 0.64110, -3.76663], [-5.18013, -0.47191, 4.83711], [-4.57913, -1.72853, -0.17558], [2.14570, 2.47797, -2.09216], [1.76667, 2.42986, 5.44969], [1.04468, -1.06190, -6.41891], [3.78557, 3.64655, -1.31921], [-0.43336, -3.15535, 5.35841], [0.37044, -0.50316, -3.19154], [0.66130, -0.38740, -5.65753], [4.46508, -0.82803, -0.35417], [0.80368, -1.31544, 2.72441], [0.84327, -3.13486, -4.58249], [4.51343, -0.93975, -2.49507], [-2.87433, 1.35111, 2.07183], [-5.10733, -3.78372, 0.34570], [2.10060, -1.35684, 0.31735], [-5.02298, -0.92153, 3.85672], [2.86168, -2.93990, 0.55023], [-1.22532, 4.10733, -0.74149], [-1.17278, 5.20802, -0.72478], [0.96227, -4.92722, 4.32438], [-2.60671, -2.04508, -1.08259], [-4.02950, -4.38322, -1.60324], [-2.30385, 3.57947, -1.54271], [4.47265, 0.31641, 2.65270], [-5.25460, 2.48468, -3.83497], [-3.27982, -3.83039, -2.17789], [-5.96550, -0.91923, 3.30852]],
  "total_charge": -1,
  "multiplicity": 1,
  "gap_ev": 6.3
}

=====

Computed energy relative to the best compared isomer or geometry (same formula, charge and spin) (kcal per mole) in order:
202.9; 87.0; 0.0
Computed molecular weight (g/mol) in order:
184.232; 79.039; 1304.963